P) Here is a 2-piece molecular cluster, C3H11NO3 overall from the OMol25 dataset. Energies are from ωB97M-V/def2-TZVPD.

Element x y z (Å)
C1 -1.008 1.102 0.113
C2 -0.310 1.119 -1.251
O1 -0.090 -0.204 -1.695
N1 -0.551 0.043 0.968
C3 -1.359 -0.886 1.693
O2 -2.195 -1.619 0.802
H1 -2.100 1.078 0.130
H2 -0.701 2.031 0.629
H3 -0.941 1.673 -1.946
H4 0.574 1.763 -1.256
H5 -0.757 -0.385 -2.348
H6 0.346 -0.360 0.669
H7 -2.047 -0.413 2.412
H8 -0.732 -1.554 2.290
H9 -1.983 -1.385 -0.121
H10 3.887 0.721 0.084
H11 5.342 0.362 0.218
O3 4.621 0.328 -0.410

As for the multiplicity: 2. The LUMO energy (alpha / beta) comes out at -3.36 / -8.39 eV. The value obtained for the HOMO-LUMO gap (alpha / beta) is 10.8232 / 5.7919 eV. As for the net charge: +1. Its molecular weight is 109.12 g mol⁻¹.

***

Q) Here is a 2-piece molecular cluster, C3H11NO3 overall from the OMol25 dataset. Energies are from ωB97M-V/def2-TZVPD.

Element x y z (Å)
C1 0.289 -0.540 -0.444
C2 1.633 0.212 -0.759
O1 2.732 -0.593 -0.301
N1 -0.704 0.226 0.326
C3 -0.872 -0.373 1.598
O2 0.465 -0.551 2.097
H1 -0.177 -0.864 -1.351
H2 0.526 -1.604 -0.072
H3 1.646 1.288 -0.379
H4 1.841 0.211 -1.916
H5 2.650 -0.918 0.602
H6 -0.212 1.141 0.473
H7 -1.710 0.132 2.085
H8 -1.202 -1.398 1.575
H9 0.536 -1.071 2.925
H10 -2.485 1.132 -1.509
H11 -2.085 1.909 -2.784
O3 -2.870 1.663 -2.165

As for the multiplicity: 2. The LUMO energy (alpha / beta) comes out at -3.19 / -9.55 eV. The value obtained for the HOMO-LUMO gap (alpha / beta) is 11.5861 / 5.2081 eV. As for the net charge: +1. Its molecular weight is 109.12 g mol⁻¹.

***

R) Here is a 2-piece molecular cluster, C3H11NO3 overall from the OMol25 dataset. Energies are from ωB97M-V/def2-TZVPD.

Element x y z (Å)
C1 -1.304 -0.562 -0.196
O1 -1.890 -0.600 1.041
C2 -0.269 0.584 -0.402
C3 0.554 0.362 -1.668
O2 1.192 1.507 -2.169
N1 0.609 0.660 0.732
H1 -2.097 -0.430 -0.927
H2 -0.804 -1.504 -0.421
H3 -1.277 -0.936 1.716
H4 -0.818 1.546 -0.386
H5 1.312 -0.408 -1.517
H6 -0.167 0.019 -2.403
H7 0.720 2.315 -1.936
H8 0.191 1.175 1.520
H9 1.490 1.134 0.491
H10 0.584 -2.373 2.235
H11 1.208 -1.021 1.779
O3 0.766 -1.467 2.512

As for the multiplicity: 2. The LUMO energy (alpha / beta) comes out at -3.44 / -9.33 eV. The value obtained for the HOMO-LUMO gap (alpha / beta) is 11.8691 / 5.9235 eV. As for the net charge: +1. Its molecular weight is 109.12 g mol⁻¹.

***

Result of the stability comparison: Q) is the least stable of them.

***

P) Here is one molecule with the formula C3H2F2O from the OMol25 dataset. Energies are from ωB97M-V/def2-TZVPD.

Element x y z (Å)
C1 0.015 -1.723 0.282
C2 -2.443 -0.789 -0.314
C3 -0.207 -0.290 0.121
O1 -1.604 0.085 0.129
F1 1.207 -2.042 -0.049
F2 -3.647 -0.372 0.072
H1 0.244 0.361 0.780
H2 0.178 0.217 -0.750

As for the multiplicity: 1. The LUMO energy comes out at -0.46 eV. The value obtained for the HOMO-LUMO gap is 8.8456 eV. Its molecular weight is 92.04 g mol⁻¹.

***

Q) Here is a 2-piece molecular cluster, C3H2F2O overall from the OMol25 dataset. Energies are from ωB97M-V/def2-TZVPD.

Element x y z (Å)
C1 -1.560 1.149 0.414
C2 -0.551 0.673 -0.061
C3 0.485 -0.228 -0.414
O1 1.677 0.112 -0.048
F1 -0.240 -1.560 0.937
F2 0.390 -1.105 -1.447
H1 -2.367 1.612 0.825
H2 2.166 -0.653 -0.206

As for the multiplicity: 1. The LUMO energy comes out at -0.67 eV. The value obtained for the HOMO-LUMO gap is 9.8588 eV. Its molecular weight is 92.04 g mol⁻¹.

***

R) Here is a 2-piece molecular cluster, C3H2F2O overall from the OMol25 dataset. Energies are from ωB97M-V/def2-TZVPD.

Element x y z (Å)
C1 1.275 -1.254 -0.736
C2 0.309 -0.589 -0.540
C3 -1.547 0.199 0.065
O1 -1.278 1.268 0.791
F1 -2.164 0.445 -1.086
F2 -2.236 -0.738 0.697
H1 2.318 -1.501 -1.087
H2 -0.844 0.854 1.603

As for the multiplicity: 1. The LUMO energy comes out at 0.46 eV. The value obtained for the HOMO-LUMO gap is 10.8764 eV. Its molecular weight is 92.04 g mol⁻¹.

***

Result of the stability comparison: P) is the least stable of them.

***

P) Here is one molecule with the formula C4H7NO from the OMol25 dataset. Energies are from ωB97M-V/def2-TZVPD.

Element x y z (Å)
C1 -1.653 -0.015 0.530
C2 -0.479 -0.853 0.084
C3 0.266 -0.528 -1.204
N1 0.835 -0.243 0.105
C4 1.547 0.778 0.410
O1 2.135 1.424 -0.572
H1 -1.728 0.062 1.621
H2 -2.579 -0.467 0.157
H3 -1.569 0.986 0.096
H4 -0.462 -1.867 0.490
H5 0.747 -1.434 -1.599
H6 1.617 1.106 -1.372
H7 1.700 1.145 1.420

As for the multiplicity: 1. The LUMO energy comes out at 0.89 eV. The value obtained for the HOMO-LUMO gap is 8.5102 eV. Its molecular weight is 85.11 g mol⁻¹.

***

Q) Here is one molecule with the formula C4H7NO from the OMol25 dataset. Energies are from ωB97M-V/def2-TZVPD.

Element x y z (Å)
O1 -0.178 -1.504 1.378
C1 -0.287 -1.047 0.061
C2 -1.205 0.202 -0.187
C3 0.042 0.997 -0.547
N1 0.973 0.860 0.586
C4 0.901 -0.203 -0.432
H1 0.234 -0.764 1.855
H2 -0.543 -1.921 -0.534
H3 -1.771 0.538 0.686
H4 -1.873 0.073 -1.045
H5 0.129 1.840 -1.226
H6 1.798 1.427 0.402
H7 1.780 -0.497 -0.997

As for the multiplicity: 1. The LUMO energy comes out at 1.03 eV. The value obtained for the HOMO-LUMO gap is 10.4902 eV. Its molecular weight is 85.11 g mol⁻¹. As for the structure (SMILES): O[C@H]1C[C@H]2N[C@@H]12.

***

R) Here is a 2-piece molecular cluster, C4H7NO overall from the OMol25 dataset. Energies are from ωB97M-V/def2-TZVPD.

Element x y z (Å)
C1 -1.956 0.475 0.513
C2 -1.298 -0.605 0.289
N1 -0.899 -1.621 -0.289
H1 -2.933 0.610 -0.035
H2 -1.563 1.384 0.873
H3 -0.967 -2.551 0.103
C3 1.042 0.925 -0.844
C4 1.698 0.416 0.178
O1 1.937 -0.912 0.454
H4 0.585 0.207 -1.667
H5 0.990 1.933 -0.825
H6 2.265 1.111 0.986
H7 1.100 -1.371 0.264

As for the multiplicity: 1. The LUMO energy comes out at 0.71 eV. The value obtained for the HOMO-LUMO gap is 9.7613 eV. Its molecular weight is 85.11 g mol⁻¹. As for the structure (SMILES): C=C=N.C=CO.

***

S) Here is one molecule with the formula C4H7NO from the OMol25 dataset. Energies are from ωB97M-V/def2-TZVPD.

Element x y z (Å)
C1 -1.747 -0.214 0.548
C2 -0.306 -0.377 0.134
C3 0.235 -0.010 -1.186
N1 0.542 0.825 -0.026
C4 1.888 0.628 0.397
O1 2.433 1.247 1.264
H1 -1.835 -0.077 1.631
H2 -2.304 -1.120 0.278
H3 -2.215 0.642 0.056
H4 0.198 -1.220 0.610
H5 1.072 -0.608 -1.553
H6 -0.363 0.454 -1.963
H7 2.401 -0.171 -0.191

As for the multiplicity: 1. The LUMO energy comes out at 1.05 eV. The value obtained for the HOMO-LUMO gap is 11.1106 eV. Its molecular weight is 85.11 g mol⁻¹. As for the structure (SMILES): C[C@H]1CN1C=O.

***

Result of the stability comparison: P) is the least stable of them.